{"formula": "C14H18N2O6", "method": "the ωB97M-V functional and the def2-TZVPD basis", "lumo_energy_ev": 0.48, "e_above_lowest_kcal_mol": 11.2, "e_tot_ha": -1105.2803, "homo_lumo_gap_ev": 9.26, "symbols": ["C", "H", "C", "H", "C", "C", "H", "H", "H", "O", "H", "C", "O", "H", "N", "C", "H", "H", "C", "C", "O", "H", "H", "O", "C", "H", "H", "C", "O", "C", "N", "C", "C", "H", "C", "H", "O", "H", "H", "H"], "coordinates": [[4.363097, 2.172557, -0.462674], [-1.084251, 1.086239, -0.385929], [-5.320588, -0.340868, -1.250581], [-3.477546, -0.932181, -2.239809], [-3.067857, 0.186479, -0.361379], [3.651392, 0.223333, 1.093756], [4.158405, -0.372901, 1.880042], [-1.691338, -0.518875, 1.878143], [1.360600, -0.854112, 1.284412], [-7.292785, 0.562255, -0.269243], [2.808278, -0.135889, -0.905890], [-0.806896, -1.028071, 0.092374], [5.409171, 2.970812, -0.726861], [-1.288909, -1.909224, -0.347663], [1.584706, -1.148787, 0.347866], [-5.911769, 0.410041, -0.215530], [-7.545725, 0.985977, 0.547329], [5.424535, 0.386562, 0.080721], [0.568683, -1.055585, -0.556693], [-3.639480, 0.901639, 0.661157], [3.226641, 2.371581, -0.818801], [2.878497, 0.840811, 1.577112], [4.990541, 3.636785, -1.331734], [0.712972, -0.955892, -1.756471], [-1.613027, 0.128372, -0.586167], [-3.070877, 1.396407, 1.420481], [2.697524, -3.195734, 0.079051], [3.913064, -1.777429, -0.360832], [4.988614, -1.507775, -0.854837], [4.778797, 1.134669, 0.548705], [-0.822486, -0.978145, 1.556081], [2.926721, -0.672644, -0.001038], [-5.051736, 1.033286, 0.715345], [-5.490508, 1.610156, 1.518798], [-3.945074, -0.383513, -1.347935], [-1.444331, 0.003131, -1.669078], [3.591508, -3.072807, -0.227189], [-0.851108, -1.936741, 1.950919], [5.381870, 1.586389, 1.368012], [-5.999333, -0.850295, -1.923981]], "atomic_forces_ev_per_a": [[-0.2, -0.3, 2.0], [-0.5, -0.4, 0.3], [-0.3, 0.5, 0.7], [-0.7, 0.8, 1.5], [-1.2, -0.2, -1.2], [-0.7, 0.5, 0.1], [-0.6, 0.0, -0.4], [0.7, -0.4, -0.3], [-0.7, -0.3, 0.2], [1.4, -0.3, 0.2], [0.1, 0.8, -0.9], [-1.3, 0.1, -1.0], [-1.1, 0.9, -1.5], [-0.1, -0.4, 0.4], [1.7, 0.4, 0.8], [1.0, 0.3, -0.2], [-0.4, 0.3, 0.4], [0.4, 0.5, -0.3], [-0.2, 0.8, 0.4], [-2.0, -0.3, -0.2], [0.6, 0.0, -0.5], [0.1, -0.2, -0.1], [0.8, -0.3, 0.5], [0.3, -0.4, 0.2], [2.0, 0.3, -0.7], [0.4, 0.2, 0.2], [-0.8, 0.2, 0.3], [0.9, -0.2, -1.3], [-0.7, -0.1, 0.6], [-0.1, -1.4, 0.1], [-0.6, -0.5, 0.2], [0.9, -0.7, 0.8], [-0.5, -0.5, -0.2], [0.0, 0.1, 0.1], [1.3, -0.9, -0.4], [0.0, -0.1, 0.4], [0.4, 0.1, 0.0], [0.0, 0.9, -0.4], [-0.6, -0.1, -0.6], [0.3, 0.1, -0.3]]}

{"formula": "C14H18N2O6", "method": "the ωB97M-V functional and the def2-TZVPD basis", "lumo_energy_ev": -0.87, "e_above_lowest_kcal_mol": 145.0, "e_tot_ha": -1105.0671, "homo_lumo_gap_ev": 9.49, "symbols": ["H", "H", "C", "C", "O", "O", "H", "H", "C", "H", "H", "C", "H", "H", "N", "O", "C", "C", "H", "O", "H", "H", "H", "C", "C", "H", "C", "H", "H", "C", "O", "O", "C", "C", "C", "H", "N", "H", "C", "H"], "coordinates": [[-0.856804, -0.072990, -0.960734], [-4.488564, -1.848590, 0.537011], [1.093542, 0.663119, 0.751315], [-0.820016, 1.959135, -0.215294], [2.289967, 3.259567, 0.413018], [3.116743, 2.484613, -1.411462], [-4.922770, -0.137422, -2.066046], [-6.976092, -0.641154, -0.763775], [-4.874919, 0.243036, 0.798479], [-6.570730, -2.356770, -0.768766], [-4.531209, 0.332090, 1.834538], [1.841099, -1.641759, 0.793358], [0.439521, 2.588723, 1.407125], [-5.671772, 0.964422, 0.607657], [3.993782, -2.281613, -0.198802], [3.732596, -3.429003, 0.085284], [-2.580153, 0.233081, 0.253192], [-5.299568, -1.154827, -2.009080], [-5.894192, -1.351125, -2.898249], [-2.308819, -0.415326, 1.233760], [4.119016, 0.312548, -0.786133], [-0.017341, -0.953458, 1.587445], [-4.452135, -1.837671, -2.006449], [-5.355075, -1.184474, 0.541244], [2.273250, 0.997286, 0.074346], [-2.088818, 0.998922, -1.671729], [-6.145593, -1.350710, -0.756667], [-1.543259, 2.739095, 0.027499], [1.692341, -2.675323, 1.066494], [3.002701, -1.277766, 0.120738], [5.015974, -1.908395, -0.727219], [-3.804799, 0.633512, -0.065509], [3.220606, 0.038344, -0.251656], [0.011454, 1.655650, 1.041392], [-1.565550, 0.730691, -0.754602], [-0.642717, 1.245522, 1.810193], [2.575403, 2.355235, -0.337940], [-0.171585, 2.343537, -1.005351], [0.900969, -0.676547, 1.091813], [-5.989295, -1.469000, 1.382888]], "atomic_forces_ev_per_a": [[-0.1, 0.0, 0.0], [0.0, 0.0, 0.1], [0.2, 0.2, 0.0], [0.0, -0.2, 0.1], [0.0, 0.4, 0.2], [0.2, 0.2, -0.4], [0.1, 0.0, -0.1], [-0.1, 0.0, 0.0], [-0.2, -0.4, 0.6], [-0.1, 0.0, 0.0], [-0.1, 0.1, -0.2], [0.3, -0.1, -0.1], [-0.1, -0.2, 0.0], [0.1, 0.0, 0.0], [0.2, -0.2, -0.1], [0.0, -0.4, 0.1], [0.5, 0.0, -0.3], [-0.2, 0.0, 0.1], [0.0, 0.0, -0.1], [-0.1, -0.1, 0.2], [0.0, 0.0, 0.0], [-0.1, 0.0, 0.0], [0.1, -0.1, 0.0], [0.0, 0.3, -0.2], [-0.2, -1.3, 0.3], [0.1, -0.1, 0.0], [0.2, -0.1, 0.1], [0.0, 0.1, -0.1], [0.0, 0.0, 0.0], [-0.9, 0.9, 0.3], [0.3, 0.0, -0.2], [-0.2, 0.3, -0.3], [0.2, -0.1, -0.1], [-0.2, 0.3, 0.1], [-0.2, 0.1, 0.1], [0.1, 0.0, 0.0], [0.1, 0.1, -0.1], [0.0, 0.1, 0.0], [0.2, 0.1, -0.1], [0.1, 0.0, 0.1]]}

{"formula": "C14H18N8O5", "method": "the ωB97M-V functional and the def2-TZVPD basis", "lumo_energy_ev": 0.63, "e_tot_ha": -1358.4770, "homo_lumo_gap_ev": 8.84, "symbols": ["C", "C", "C", "H", "N", "C", "C", "C", "H", "H", "H", "N", "C", "O", "H", "H", "C", "N", "C", "N", "H", "C", "N", "C", "C", "H", "H", "O", "C", "N", "O", "H", "H", "O", "H", "N", "N", "H", "O", "H", "H", "C", "H", "H", "H"], "coordinates": [[-1.111649, 0.580948, -0.852748], [1.890735, 0.094208, 1.232107], [0.830176, -1.074889, -0.489173], [-0.815438, 0.963722, -1.849908], [3.729214, -0.116039, 2.830628], [0.760900, 0.781862, 0.802950], [1.254034, -4.100519, -2.468969], [1.500788, -3.064183, -1.429525], [-4.024916, 1.092311, 1.195481], [4.261098, -3.253905, 1.115081], [-0.982947, -1.741729, -1.893736], [-3.212448, 3.032654, -1.431813], [2.754345, -2.215892, 0.279633], [-3.964879, 3.193667, 1.167785], [-2.412375, -0.918797, -0.028022], [3.245027, 1.673226, 4.768749], [2.767438, 0.587354, 2.302085], [0.091388, 0.084522, -0.173153], [-2.216495, -0.444365, -0.990893], [3.851009, -2.339637, 1.054498], [-3.505430, -0.460015, -3.210976], [1.912968, -1.114456, 0.359964], [-2.447224, 3.104982, -2.516506], [3.358128, 2.319387, 3.888880], [-3.400245, 0.430059, -1.429648], [0.439575, 1.736892, 1.226960], [4.382627, 2.377817, 3.579440], [-3.512224, 0.453077, -2.889880], [-4.095682, 1.921265, 0.481873], [2.556703, -3.195943, -0.576942], [-1.904483, -1.400360, -2.020823], [4.215278, 0.348086, 3.604498], [1.655427, -5.045036, -2.138495], [-1.751949, 1.657770, -0.166803], [3.905642, -1.695054, 1.827790], [0.607622, -2.029786, -1.372791], [-1.809355, 3.144991, -3.464471], [-3.879566, 3.881700, 0.498041], [2.551004, 1.833882, 2.811738], [0.189903, -4.188920, -2.657355], [-5.061364, 1.839401, 0.020297], [-3.070955, 1.776365, -0.672017], [1.780328, -3.797824, -3.426879], [3.021476, 3.332857, 4.174399], [-4.333208, -0.045655, -1.071350]], "atomic_forces_ev_per_a": [[0.0, 0.4, -0.6], [-1.3, 0.3, -1.3], [0.5, 0.7, 1.2], [0.0, -0.5, 0.2], [-1.1, 0.0, -1.0], [1.1, -0.2, 1.0], [0.7, 0.5, -0.9], [-0.2, 1.6, 1.6], [0.4, 0.4, 0.0], [0.0, 0.0, -0.1], [-0.1, -0.1, 0.0], [1.7, 0.4, -3.1], [1.4, -0.5, 0.7], [0.0, -1.5, -0.1], [0.0, 0.0, 0.1], [0.1, 0.1, -0.1], [2.6, -0.6, 2.4], [-0.3, 0.2, -0.1], [1.0, -0.9, -1.8], [-0.4, 0.1, -0.1], [0.3, 0.1, 0.4], [0.5, 1.9, 1.8], [0.0, -1.2, 0.1], [-0.9, -0.1, 0.2], [-0.3, -1.3, -1.0], [-0.3, -0.5, -0.5], [0.7, 0.0, -0.1], [0.2, 1.2, 1.6], [0.7, 1.5, 0.0], [-1.9, -0.6, -2.4], [-0.9, 0.6, 0.8], [-0.3, -0.2, -0.6], [0.2, -0.3, 0.0], [0.9, -0.6, 0.4], [0.4, 0.2, 0.5], [0.0, -1.3, -1.2], [-2.2, 0.3, 3.2], [0.0, -0.1, -0.2], [-1.3, 0.6, -0.9], [-0.1, 0.0, -0.1], [-0.7, 0.1, -0.3], [-0.7, -0.2, -0.6], [-0.6, -0.4, 1.0], [-0.1, -0.6, -0.5], [0.3, 0.6, 0.2]]}

{"formula": "C14H19AuCl2NO4", "method": "the ωB97M-V functional and the def2-TZVPD basis", "lumo_energy_ev": -3.81, "e_above_lowest_kcal_mol": 37.9, "e_tot_ha": -1955.8638, "total_charge": 1, "homo_lumo_gap_ev": 7.06, "symbols": ["H", "C", "H", "H", "H", "H", "H", "C", "C", "H", "H", "H", "O", "H", "C", "C", "O", "H", "C", "N", "H", "H", "Cl", "H", "C", "O", "C", "O", "H", "C", "H", "Cl", "C", "C", "H", "C", "Au", "H", "H", "C", "C"], "coordinates": [[0.381256, 2.143334, -1.166386], [0.574155, 2.293650, -4.108980], [1.578531, -2.388577, 2.129369], [-0.116816, -1.301367, 3.087293], [2.966443, -1.759961, 0.300938], [-0.861800, 3.896542, -4.406637], [-1.629831, 2.292966, 2.741887], [-1.872706, 2.362614, -3.500952], [0.996009, -0.894192, -0.095030], [0.901195, -0.485035, 0.911983], [2.329983, 1.373224, -3.522136], [1.920776, -3.864538, 1.215231], [2.932511, -0.094195, -1.870165], [1.274813, 1.630973, 2.288535], [-1.967545, 1.024782, -3.032432], [-0.744763, 2.901306, -3.984327], [-0.401179, 1.532296, 1.257495], [2.896752, 1.107311, -0.024621], [-2.213170, 0.279759, 2.226255], [-2.044480, -0.058292, -2.649794], [-1.706095, -1.873838, 3.612096], [-2.887981, 0.628653, 1.444637], [2.065800, 0.616684, -0.931552], [0.994023, 2.380817, -5.105101], [-1.055554, -1.753297, 2.737288], [-1.674811, -0.934684, 1.761054], [1.388999, 1.773856, -3.168686], [0.004146, -3.099139, 0.972980], [-0.455421, 1.056611, 3.274318], [-0.811729, -3.122721, 2.132045], [2.015623, -2.629742, -0.905148], [-3.369798, 3.233291, -3.439382], [1.395104, -2.905346, 1.180275], [1.199310, 1.768053, -1.750957], [-0.391660, -3.785761, 2.896656], [1.951282, -2.058899, 0.017526], [-0.704294, -0.842227, -1.215541], [-1.764959, -3.537056, 1.806793], [-2.801086, 0.137329, 3.140755], [0.875326, 1.615954, 1.245733], [-1.166361, 1.338860, 2.496686]], "atomic_forces_ev_per_a": [[0.0, 0.0, -0.1], [0.0, 0.0, 0.0], [0.0, 0.0, 0.0], [0.0, 0.0, 0.0], [0.0, 0.0, 0.0], [0.0, 0.0, 0.0], [0.0, 0.0, 0.0], [-0.1, 0.0, 0.0], [0.0, -0.7, 0.7], [-0.2, 0.1, -0.1], [0.0, 0.0, 0.0], [-0.1, 0.0, 0.0], [0.4, -0.1, -0.1], [-0.1, -0.1, 0.0], [0.0, 0.2, -0.1], [0.1, 0.1, 0.0], [0.3, 0.2, 0.1], [0.1, 0.3, 0.4], [0.0, 0.0, 0.0], [0.0, -0.2, 0.2], [0.0, 0.0, 0.0], [0.0, 0.0, 0.0], [-0.8, -0.2, -1.1], [0.0, 0.0, 0.0], [0.0, 0.0, 0.0], [0.0, 0.0, 0.0], [0.0, 0.0, 0.0], [0.1, 0.1, 0.0], [0.0, 0.0, 0.0], [0.1, -0.1, 0.0], [0.0, 0.0, 0.0], [0.0, 0.0, 0.0], [0.0, 0.0, -0.1], [0.0, -0.1, 0.3], [0.0, 0.0, 0.0], [-0.1, -0.1, 0.0], [0.5, 0.3, -0.1], [0.0, 0.0, 0.0], [0.0, 0.0, 0.0], [-0.2, 0.2, 0.1], [0.0, 0.0, 0.0]]}

Number 1: HOMO level -8.78 eV. Number 2: HOMO level -10.36 eV. Number 3: HOMO level -8.21 eV. Number 4: HOMO level -10.88 eV.